The following is a DFT calculation (ωB97M-V/def2-TZVPD) of a molecular structure, C25H13CaCl3F9N3O2.

Geometry as XYZ:
```
56
Properties=species:S:1:pos:R:3
Ca 0.40 -0.76 -0.27
C 1.51 2.31 -3.71
C 0.87 3.48 -3.36
C 0.11 3.52 -2.21
C 0.00 2.37 -1.43
N 0.62 1.24 -1.77
C 1.36 1.21 -2.88
C -0.80 2.34 -0.18
C -1.79 3.29 0.09
C -2.51 3.18 1.27
C -2.22 2.15 2.15
C -1.21 1.25 1.82
N -0.54 1.35 0.67
C -0.82 0.13 2.72
C -1.17 0.12 4.07
C -0.78 -0.94 4.86
C -0.04 -1.97 4.30
C 0.28 -1.88 2.95
N -0.10 -0.86 2.18
H 2.12 2.23 -4.60
H 0.97 4.37 -3.98
H -0.38 4.44 -1.91
H 1.85 0.27 -3.10
H -2.02 4.06 -0.62
H -3.30 3.87 1.49
H -2.79 2.03 3.06
H -1.72 0.94 4.50
H -1.04 -0.96 5.91
H 0.29 -2.82 4.88
H 0.86 -2.65 2.47
Cl 8.01 -1.11 0.37
C 6.31 -1.33 0.07
C 5.40 -0.39 0.53
C 4.06 -0.60 0.27
Cl 2.91 0.59 0.85
C 3.53 -1.70 -0.42
O 2.27 -1.86 -0.64
C 4.52 -2.62 -0.87
Cl 3.99 -4.01 -1.75
C 5.87 -2.45 -0.63
H 5.74 0.48 1.07
H 6.58 -3.18 -0.99
F -5.04 -1.65 0.02
C -3.72 -1.85 0.11
F -3.30 -1.22 1.22
F -3.52 -3.16 0.31
C -2.91 -1.34 -1.13
O -1.62 -1.24 -0.82
C -3.13 -2.33 -2.32
F -2.39 -3.43 -2.15
F -2.75 -1.77 -3.48
F -4.41 -2.73 -2.45
C -3.48 0.06 -1.54
F -3.63 0.84 -0.46
F -4.67 0.00 -2.16
F -2.63 0.70 -2.35
```

Summary:
- 2S+1 = 1
- HOMO (eV) = -7.56
- energy above the lowest of the compared OMol25 structures with the same formula, charge and spin (kJ/mol) = 0.00
- M (Da) = 704.8
- lowest unoccupied orbital energy (eV) = -0.71

These are the Mulliken partial charges, in e, on atoms 1 to 5: 2.0665 -0.8772 -0.5018 -0.9588 0.0791